DFT (wB97M-V/def2-TZVPD) results for a molecular structure, C29H41BN12SV in a non-equilibrium geometry.

```
! RIJCOSX wB97M-V def2-TZVPD def2/J DEFGRID3
* xyz 0 4
V 0.107 0.164 0.053
C 1.611 0.306 -3.987
C 0.923 0.418 -2.668
N 1.520 0.213 -1.521
N 2.833 -0.132 -1.669
C 3.615 -0.037 -0.566
N 4.871 -0.511 -0.863
S 3.326 0.556 0.976
C -0.436 0.988 -2.608
C -1.105 1.464 -3.732
C -2.262 2.200 -3.568
C -2.728 2.466 -2.287
C -2.044 1.921 -1.221
N -0.949 1.166 -1.380
H 2.529 -0.260 -3.883
H 1.869 1.294 -4.381
H 0.962 -0.178 -4.722
H 5.082 -0.610 -1.843
H 5.607 -0.210 -0.245
H -0.699 1.281 -4.716
H -2.783 2.587 -4.434
H -3.605 3.072 -2.112
H -2.361 2.065 -0.197
C 0.477 5.047 -1.130
C 1.089 3.680 -0.819
C 2.585 3.684 -1.136
C 0.811 3.296 0.609
C 0.944 4.118 1.733
C 0.568 3.324 2.793
N 0.226 2.122 2.323
N 0.375 2.088 0.974
B -0.314 0.904 3.103
N 0.616 -0.321 3.070
C 1.326 -0.792 4.098
C 1.949 -1.953 3.700
C 1.554 -2.130 2.369
N 0.761 -1.126 1.979
C 1.836 -3.338 1.506
C 2.511 -4.441 2.318
C 2.664 -3.018 0.269
N -1.704 0.502 2.541
C -2.859 0.645 3.188
C -3.874 0.208 2.375
C -3.239 -0.220 1.202
N -1.911 -0.026 1.292
C -4.037 -0.836 0.062
C -4.816 -2.044 0.598
C -3.334 -1.240 -1.235
H 0.544 5.257 -2.200
H 1.011 5.843 -0.606
H -0.573 5.102 -0.837
H 0.607 2.947 -1.460
H 3.126 4.304 -0.417
H 2.750 4.098 -2.135
H 3.017 2.687 -1.091
H 1.280 5.139 1.765
H 0.506 3.527 3.849
H -0.460 1.250 4.251
H 1.317 -0.275 5.042
H 2.590 -2.584 4.288
H 0.870 -3.729 1.176
H 3.495 -4.119 2.668
H 2.663 -5.326 1.696
H 1.923 -4.734 3.188
H 3.648 -2.640 0.552
H 2.200 -2.264 -0.362
H 2.800 -3.922 -0.331
H -2.869 1.050 4.185
H -4.928 0.183 2.594
H -4.778 -0.072 -0.196
H -4.122 -2.832 0.903
H -5.463 -2.451 -0.182
H -5.433 -1.796 1.459
H -3.079 -2.301 -1.233
H -2.420 -0.697 -1.431
H -4.010 -1.073 -2.076
N -1.163 -3.938 -0.598
C -0.567 -3.799 -1.835
C -0.089 -2.530 -1.859
N -0.383 -1.893 -0.667
C -1.024 -2.776 0.061
H -1.625 -4.757 -0.240
H -0.523 -4.598 -2.551
H 0.461 -2.040 -2.641
H -1.384 -2.602 1.063
*
```

Results
LUMO (spin up / spin down): 0.11 / -0.17 eV
energy above the lowest of the compared OMol25 structures with the same formula, charge and spin: 30.6 kJ/mol
gap between HOMO and LUMO (spin up / spin down): 6.66 / 6.67 eV

Table of Löwdin atomic charges, one value per atom, all in e:
1. V 0.730
2. C -0.040
3. C -0.316
4. N -0.045
5. N -0.029
6. C -0.959
7. N 0.043
8. S 0.627
9. C -0.234
10. C -0.002
11. C -0.048
12. C -0.046
13. C -0.111
14. N -0.028
15. H 0.062
16. H 0.094
17. H 0.078
18. H 0.083
19. H 0.068
20. H 0.107
21. H 0.110
22. H 0.108
23. H 0.120
24. C -0.067
25. C -0.360
26. C -0.051
27. C -0.270
28. C -0.004
29. C -0.062
30. N -0.014
31. N 0.023
32. B -0.523
33. N -0.029
34. C -0.070
35. C -0.016
36. C -0.280
37. N 0.050
38. C -0.360
39. C -0.082
40. C -0.068
41. N -0.014
42. C -0.070
43. C -0.025
44. C -0.269
45. N 0.079
46. C -0.342
47. C -0.069
48. C -0.063
49. H 0.077
50. H 0.076
51. H 0.078
52. H 0.100
53. H 0.086
54. H 0.078
55. H 0.040
56. H 0.104
57. H 0.120
58. H 0.121
59. H 0.120
60. H 0.098
61. H 0.105
62. H 0.084
63. H 0.076
64. H 0.078
65. H 0.075
66. H 0.035
67. H 0.083
68. H 0.121
69. H 0.103
70. H 0.134
71. H 0.076
72. H 0.082
73. H 0.068
74. H 0.060
75. H 0.038
76. H 0.088
77. N 0.075
78. C -0.066
79. C -0.110
80. N 0.000
81. C -0.233
82. H 0.159
83. H 0.112
84. H 0.102
85. H 0.137

DFT (wB97M-V/def2-TZVPD) results for a molecular structure, C29H41BrCl3GeN9O2W.

```
! RIJCOSX wB97M-V def2-TZVPD def2/J DEFGRID3
* xyz 3 4
W 0.470 -0.419 -1.409
C -2.960 3.818 0.007
C -1.806 2.858 -0.046
N -1.181 2.374 0.958
O -1.585 2.759 2.204
C -1.251 2.474 -1.364
C -1.334 3.396 -2.537
N -0.667 1.342 -1.495
O 0.011 1.088 -2.644
H -3.626 3.619 0.848
H -3.568 3.738 -0.893
H -2.618 4.853 0.083
H -2.238 3.477 2.153
H -1.754 4.360 -2.266
H -1.947 2.956 -3.326
H -0.339 3.538 -2.961
C 1.806 3.808 0.360
N 2.156 2.487 -0.168
C 2.545 2.465 -1.581
C 2.231 1.424 0.650
N 1.790 0.188 0.253
C 2.313 -0.914 0.930
C 3.705 -0.955 1.167
C 4.308 -2.013 1.805
C 3.528 -3.074 2.250
C 2.142 -3.102 2.007
C 1.411 -4.210 2.456
C 0.050 -4.306 2.204
C -0.582 -3.296 1.511
C 0.102 -2.153 1.059
N -0.621 -1.218 0.294
C -1.868 -0.899 0.786
N -2.896 -0.605 -0.018
C -3.171 -1.285 -1.277
C -3.941 0.336 0.382
N -2.084 -0.875 2.108
C -3.348 -1.311 2.704
C -1.058 -0.484 3.059
C 1.498 -2.027 1.314
N 2.755 1.645 1.870
C 2.488 0.908 3.098
C 3.776 2.682 2.068
H 1.080 4.258 -0.319
H 2.669 4.473 0.419
H 1.349 3.709 1.341
H 2.764 3.490 -1.872
H 1.762 2.093 -2.237
H 3.456 1.886 -1.716
H 4.313 -0.144 0.786
H 5.380 -2.026 1.944
H 3.984 -3.904 2.775
H 1.926 -4.999 2.990
H -0.506 -5.177 2.523
H -1.634 -3.395 1.270
H -2.932 -0.659 -2.137
H -4.234 -1.524 -1.308
H -2.616 -2.213 -1.326
H -3.619 0.914 1.242
H -4.875 -0.176 0.615
H -4.126 1.007 -0.459
H -3.948 -1.848 1.974
H -3.920 -0.475 3.105
H -3.111 -1.990 3.524
H -0.321 0.097 2.521
H -0.603 -1.348 3.551
H -1.510 0.158 3.812
H 1.714 0.170 2.957
H 2.174 1.615 3.867
H 3.393 0.403 3.441
H 4.154 3.040 1.116
H 4.600 2.231 2.622
H 3.390 3.519 2.651
Cl 2.489 -1.439 -4.943
Ge 2.530 -0.772 -2.938
Cl 4.577 -0.528 -2.386
Cl 1.890 -2.594 -1.600
Br -2.483 -4.149 -6.373
C -1.749 -3.104 -5.025
C -1.469 -1.760 -5.237
C -0.914 -1.024 -4.214
N -0.633 -1.535 -2.997
C -0.909 -2.845 -2.814
C -1.459 -3.653 -3.777
H -1.666 -1.292 -6.191
H -0.677 0.017 -4.366
H -0.668 -3.258 -1.844
H -1.652 -4.695 -3.569
*
```

Results
LUMO (spin up / spin down): -8.51 / -10.96 eV
gap between HOMO and LUMO (spin up / spin down): 7.53 / 5.69 eV

Table of Löwdin atomic charges, one value per atom, all in e:
1. W 1.331
2. C -0.003
3. C -0.298
4. N 0.054
5. O -0.002
6. C -0.239
7. C 0.029
8. N -0.108
9. O -0.370
10. H 0.092
11. H 0.101
12. H 0.116
13. H 0.096
14. H 0.095
15. H 0.115
16. H 0.100
17. C -0.030
18. N -0.120
19. C -0.037
20. C -0.333
21. N 0.003
22. C -0.277
23. C -0.011
24. C 0.014
25. C 0.071
26. C -0.149
27. C 0.054
28. C 0.009
29. C 0.016
30. C -0.252
31. N -0.007
32. C -0.363
33. N -0.109
34. C -0.010
35. C -0.020
36. N -0.119
37. C -0.003
38. C -0.014
39. C -0.138
40. N -0.106
41. C -0.001
42. C -0.004
43. H 0.097
44. H 0.103
45. H 0.096
46. H 0.112
47. H 0.034
48. H 0.047
49. H 0.127
50. H 0.139
51. H 0.143
52. H 0.141
53. H 0.135
54. H 0.134
55. H 0.090
56. H 0.115
57. H 0.071
58. H 0.086
59. H 0.110
60. H 0.103
61. H 0.103
62. H 0.107
63. H 0.112
64. H 0.066
65. H 0.108
66. H 0.114
67. H 0.068
68. H 0.118
69. H 0.108
70. H 0.102
71. H 0.111
72. H 0.111
73. Cl 0.234
74. Ge -0.108
75. Cl 0.215
76. Cl 0.309
77. Br 0.914
78. C -0.667
79. C -0.065
80. C -0.139
81. N -0.144
82. C -0.211
83. C -0.062
84. H 0.126
85. H 0.110
86. H 0.077
87. H 0.125

DFT (wB97M-V/def2-TZVPD) results for a molecular structure, C29H41Cl5IN7O3PSc in a non-equilibrium geometry.

```
! RIJCOSX wB97M-V def2-TZVPD def2/J DEFGRID3
* xyz 0 1
Sc -0.318 -0.508 0.631
N -1.443 0.663 2.444
C -0.563 1.043 3.563
C 0.262 2.249 3.174
C 1.219 2.022 1.937
O 2.228 2.754 1.865
O 0.767 1.189 1.103
H -1.936 1.518 2.163
H -2.137 -0.044 2.759
H -0.021 0.101 3.824
H -1.187 1.361 4.438
H 0.817 2.636 4.056
H -0.336 3.152 2.821
Cl -0.863 -4.389 7.341
C -0.834 -3.655 5.791
C -1.991 -3.199 5.134
Cl -3.462 -3.182 5.995
C -1.886 -2.708 3.805
Cl -3.244 -2.583 2.700
C -0.614 -2.408 3.285
O -0.463 -1.843 2.105
C 0.519 -2.802 4.011
Cl 2.054 -2.218 3.472
C 0.400 -3.529 5.158
Cl 1.793 -4.335 5.784
C -0.204 2.996 -1.519
N -1.427 2.782 -0.731
C -2.453 3.761 -0.431
C -3.613 3.000 0.207
N -3.160 1.642 0.201
C -4.097 0.586 0.494
C -1.982 1.533 -0.529
N -1.478 0.360 -0.890
C -1.612 -0.160 -2.247
C -0.910 -1.479 -2.374
N -0.922 -2.213 -1.062
C -1.402 -3.425 -0.967
N -2.702 -3.898 -1.265
C -3.522 -3.382 -2.376
C -2.805 -5.318 -0.944
C -1.696 -5.522 0.035
N -0.803 -4.419 -0.283
C 0.556 -4.523 0.195
H -0.416 3.640 -2.388
H 0.166 2.073 -1.986
H 0.652 3.402 -0.941
H -2.828 4.338 -1.296
H -1.991 4.513 0.238
H -4.568 3.151 -0.329
H -3.810 3.400 1.240
H -4.332 0.579 1.583
H -3.645 -0.396 0.372
H -4.994 0.702 -0.056
H -1.171 0.589 -2.954
H -2.706 -0.275 -2.407
H 0.138 -1.328 -2.713
H -1.420 -2.059 -3.195
H -2.909 -3.268 -3.268
H -3.931 -2.399 -2.081
H -4.294 -4.080 -2.729
H -2.554 -5.985 -1.796
H -3.785 -5.596 -0.596
H -1.237 -6.491 -0.202
H -1.987 -5.611 1.119
H 1.018 -5.472 -0.236
H 0.637 -4.542 1.312
H 1.123 -3.619 -0.148
I 2.666 -1.184 -0.475
C 5.331 0.627 -2.229
P 3.960 1.653 -1.619
C 4.602 2.363 -0.104
C 4.217 3.147 -2.696
C 3.665 4.353 -2.291
C 3.728 5.453 -3.145
C 4.324 5.404 -4.349
C 4.888 4.164 -4.771
C 4.757 3.035 -3.993
H 5.004 0.080 -3.080
H 5.739 -0.105 -1.460
H 6.114 1.382 -2.438
H 5.485 2.923 -0.417
H 4.928 1.602 0.678
H 3.910 3.055 0.343
H 3.089 4.379 -1.400
H 3.276 6.377 -2.827
H 4.267 6.237 -5.039
H 5.272 4.117 -5.783
H 5.098 2.065 -4.322
*
```

Results
LUMO: -0.30 eV
energy above the lowest of the compared OMol25 structures with the same formula, charge and spin: 168.4 kJ/mol
gap between HOMO and LUMO: 5.73 eV

Table of Löwdin atomic charges, one value per atom, all in e:
1. Sc 0.817
2. N -0.033
3. C -0.228
4. C -0.093
5. C -0.604
6. O 0.013
7. O -0.196
8. H 0.084
9. H 0.067
10. H 0.117
11. H 0.126
12. H 0.123
13. H 0.132
14. Cl 0.683
15. C -0.720
16. C -0.701
17. Cl 0.702
18. C -0.571
19. Cl 0.703
20. C -0.470
21. O -0.283
22. C -0.620
23. Cl 0.740
24. C -0.708
25. Cl 0.694
26. C 0.003
27. N -0.040
28. C -0.113
29. C -0.132
30. N -0.108
31. C -0.030
32. C -0.318
33. N -0.096
34. C -0.207
35. C -0.216
36. N 0.011
37. C -0.334
38. N -0.075
39. C -0.037
40. C -0.153
41. C -0.143
42. N -0.086
43. C -0.042
44. H 0.099
45. H 0.087
46. H 0.097
47. H 0.129
48. H 0.133
49. H 0.130
50. H 0.138
51. H 0.101
52. H 0.075
53. H 0.081
54. H 0.126
55. H 0.114
56. H 0.093
57. H 0.105
58. H 0.068
59. H 0.085
60. H 0.094
61. H 0.131
62. H 0.120
63. H 0.122
64. H 0.139
65. H 0.112
66. H 0.095
67. H -0.008
68. I 0.096
69. C -0.354
70. P 0.722
71. C -0.320
72. C -0.387
73. C -0.112
74. C -0.125
75. C -0.111
76. C -0.084
77. C -0.109
78. H 0.010
79. H 0.052
80. H 0.040
81. H 0.038
82. H 0.072
83. H -0.005
84. H 0.080
85. H 0.095
86. H 0.096
87. H 0.094
88. H 0.085

| no. | E_tot (eV) |
| --- | --- |
| 1 | -85824.2674 |
| 2 | -214172.5156 |
| 3 | -148017.2460 |